The following is a DFT calculation (wB97M-V/def2-TZVPD) of an isolated ion of composition CH4ClN2O and charge +1 in a non-equilibrium geometry.

Results
SMILES: NC(=[NH2+])OCl
strongest force on any atom: 2.6 eV Å⁻¹
orbital gap: 10.41 eV
highest occupied orbital energy: -16.3 eV
energy above the lowest of the compared OMol25 structures with the same formula, charge and spin: 5.7 kcal/mol
2S+1: 1
net charge: +1

CARTESIAN COORDINATES (ANGSTROEM)
C1 -0.73 0.34 0.06
N1 -0.68 -1.00 -0.05
N2 0.36 1.16 -0.03
O1 -1.95 0.86 0.02
Cl1 -3.33 -0.18 -0.01
H1 0.18 -1.48 0.26
H2 -1.51 -1.55 0.06
H3 1.26 0.82 -0.41
H4 0.33 2.07 0.42

The following is a DFT calculation (wB97M-V/def2-TZVPD) of a 3-piece molecular cluster, C35H56F2N7O11 overall.

Results
strongest force on any atom: 0.5 eV Å⁻¹
orbital gap: 9.10 eV
highest occupied orbital energy: -11.5 eV
2S+1: 1
net charge: +1

CARTESIAN COORDINATES (ANGSTROEM)
C1 2.58 3.06 3.64
C2 2.53 3.38 2.14
C3 2.23 2.15 1.27
C4 1.25 2.48 0.14
N1 0.68 1.28 -0.48
C5 -0.46 0.58 0.09
C6 -1.07 1.26 1.33
C7 -1.70 0.38 2.42
C8 -2.73 -0.64 1.97
O1 -0.66 -0.25 3.16
O2 -0.06 -0.72 0.55
C9 0.42 -1.64 -0.34
F1 0.33 -2.83 0.31
C10 1.92 -1.37 -0.65
O3 2.70 -2.55 -0.60
O4 3.25 -2.76 -1.91
C11 -0.54 -1.85 -1.57
F2 -1.67 -2.47 -1.11
C12 0.09 -2.63 -2.70
C13 0.48 -4.09 -2.40
O5 1.27 -4.51 -3.51
C14 -0.70 -5.06 -2.31
N2 -1.07 -5.47 -0.96
N3 -1.08 -0.51 -2.08
C15 -2.17 -0.69 -3.10
C16 -1.88 0.11 -4.38
O6 -2.78 0.53 -5.04
N4 -0.49 0.30 -4.64
C17 -0.17 1.70 -5.01
C18 0.00 -0.70 -5.62
C19 -1.55 0.43 -0.98
C20 -1.92 1.77 -1.62
C21 -3.40 2.13 -1.67
O7 -3.86 2.67 -2.63
N5 -4.13 1.83 -0.47
C22 -5.13 0.78 -0.74
C23 -4.75 3.04 0.10
H1 1.79 2.36 3.92
H2 3.54 2.62 3.93
H3 2.45 3.97 4.23
H4 1.78 4.15 1.97
H5 3.49 3.80 1.84
H6 1.81 1.35 1.89
H7 3.14 1.75 0.82
H8 1.79 3.01 -0.65
H9 0.48 3.17 0.50
H10 0.59 1.41 -1.48
H11 -1.83 1.98 1.01
H12 -0.30 1.84 1.84
H13 -2.22 1.10 3.07
H14 -3.50 -0.16 1.36
H15 -3.22 -1.07 2.84
H16 -2.27 -1.45 1.41
H17 -0.80 -0.10 4.10
H18 2.26 -0.69 0.13
H19 2.07 -0.88 -1.61
H20 3.76 -3.57 -1.73
H21 1.00 -2.10 -3.01
H22 -0.55 -2.65 -3.57
H23 1.08 -4.15 -1.49
H24 2.08 -3.99 -3.51
H25 -0.41 -5.94 -2.89
H26 -1.58 -4.62 -2.79
H27 -1.91 -5.00 -0.64
H28 -0.34 -5.28 -0.28
H29 -0.32 -0.09 -2.65
H30 -3.13 -0.39 -2.70
H31 -2.24 -1.75 -3.35
H32 0.64 2.08 -4.39
H33 0.13 1.76 -6.05
H34 -1.04 2.34 -4.89
H35 -0.62 -1.60 -5.59
H36 -0.05 -0.29 -6.63
H37 1.03 -0.98 -5.40
H38 -2.43 -0.04 -0.55
H39 -1.46 2.57 -1.04
H40 -1.53 1.88 -2.64
H41 -4.70 -0.01 -1.35
H42 -5.45 0.34 0.20
H43 -6.00 1.17 -1.28
H44 -4.11 3.47 0.86
H45 -5.70 2.77 0.56
H46 -4.96 3.79 -0.68
C24 2.83 -5.97 0.28
C25 2.33 -6.68 -0.80
C26 2.52 -8.05 -0.89
C27 3.23 -8.68 0.12
C28 3.75 -7.99 1.21
C29 3.54 -6.62 1.28
N6 3.44 -10.14 0.04
O8 3.00 -10.71 -0.94
O9 4.04 -10.67 0.94
H47 2.66 -4.90 0.36
H48 1.78 -6.17 -1.58
H49 2.14 -8.62 -1.72
H50 4.29 -8.53 1.97
H51 3.93 -6.07 2.13
C30 0.47 9.37 6.60
C31 1.49 9.45 5.66
C32 1.60 8.49 4.66
C33 0.67 7.47 4.63
C34 -0.36 7.37 5.55
C35 -0.45 8.33 6.54
N7 0.77 6.45 3.57
O10 1.70 6.54 2.79
O11 -0.07 5.57 3.54
H52 0.39 10.12 7.37
H53 2.21 10.26 5.71
H54 2.39 8.53 3.93
H55 -1.06 6.55 5.49
H56 -1.24 8.27 7.28

no.,E_LUMO (eV)
1,-5.91
2,-2.37